This record from the Open Molecules 2025 dataset describes a molecular structure, C3H3O4Yb in a non-equilibrium geometry. The level of theory is the ωB97M-V functional and the def2-TZVPD basis.

The expectation value of S² is 0.783. As for the spin multiplicity: 2. Its orbital gap (alpha / beta) is 0.1982 / 0.2559 hartree. As for the total energy: -42876.3619 eV. The HOMO energy (alpha / beta) is -6.69 / -8.29 eV. For the strongest force on any atom, the calculation gives 2.08 eV/Å.

CARTESIAN COORDINATES (ANGSTROEM)
1 C -2.2226 0.3291 -0.2936
2 C -2.5304 -1.1050 -0.1190
3 O -1.9870 -1.7214 0.8279
4 O -1.8935 0.8233 0.9105
5 H -3.1156 0.8386 -0.7068
6 H -3.4112 -1.5336 -0.6227
7 Yb -0.4458 -0.4700 1.9859
8 O 1.0936 -0.0743 0.3267
9 O 1.8856 0.4656 -1.6957
10 C 0.9843 0.2841 -0.9022
11 H -0.9120 0.4678 -1.2305

Cartesian forces, eV/Å:
C 0.336 -0.076 0.111
C 0.181 0.466 0.745
O -0.334 -0.467 -0.862
O 1.143 0.374 0.498
H 0.696 -0.027 -0.650
H 0.546 -0.328 -0.350
Yb -0.080 0.813 -1.381
O -1.307 -0.037 -0.049
O -2.044 -0.019 0.368
C 2.027 -0.117 0.322
H -1.165 -0.581 1.248

Mulliken atomic charge list, values in e, 2 entries: C -0.421; C 0.311

***

This record from the Open Molecules 2025 dataset describes a single C2H3OPS2 molecule in a non-equilibrium geometry. The level of theory is the ωB97M-V functional and the def2-TZVPD basis.

The expectation value of S² is 2.009. As for the spin multiplicity: 3. Its orbital gap (alpha / beta) is 0.1936 / 0.2291 hartree. As for the total energy: -35124.3584 eV. The HOMO energy (alpha / beta) is -4.89 / -9.56 eV. For the strongest force on any atom, the calculation gives 3.87 eV/Å.

CARTESIAN COORDINATES (ANGSTROEM)
1 C -1.9848 1.0685 -0.7576
2 C -1.0087 0.6342 -0.2231
3 O 0.4892 -0.0325 1.6989
4 P 0.5502 -0.0467 0.0582
5 S 2.1147 0.9460 -0.7254
6 S 0.2516 -2.0750 -0.6147
7 H -3.0350 1.4647 -0.9426
8 H 1.1214 0.3804 2.2805
9 H 1.5015 -2.3396 -0.7743

Cartesian forces, eV/Å:
C -3.623 1.304 -0.407
C 0.789 -0.057 0.012
O -0.380 -0.245 -0.722
P -1.103 -0.914 1.991
S 2.186 1.991 -0.588
S -2.464 -1.618 -0.075
H 2.236 -0.766 0.057
H 0.631 0.213 -0.210
H 1.726 0.092 -0.058

Mulliken atomic charge list, values in e, 2 entries: C 0.187; C -0.513

***

This record from the Open Molecules 2025 dataset describes a molecular structure, C48H44BrF6LaN6O7S4Sb in a non-equilibrium geometry. The level of theory is the ωB97M-V functional and the def2-TZVPD basis.

The expectation value of S² is 0.761. As for the spin multiplicity: 2. Its orbital gap (alpha / beta) is 0.2201 / 0.1752 hartree. As for the total energy: -210853.5099 eV. The HOMO energy (alpha / beta) is -2.66 / -2.62 eV. For the strongest force on any atom, the calculation gives 3.36 eV/Å. The total charge is -2.

CARTESIAN COORDINATES (ANGSTROEM)
1 La 0.6697 -0.0009 -0.1197
2 O 2.0296 -1.3709 -3.9405
3 C 1.9499 -1.7010 -2.7804
4 O 2.3019 -0.8976 -1.7932
5 C 1.3337 -3.0549 -2.4195
6 C 1.5037 -3.5125 -0.9628
7 C 1.0943 -4.9926 -0.8571
8 C -0.4357 -4.8924 -0.9526
9 C -0.6019 -3.3706 -1.0738
10 O 0.4491 -2.8409 -0.2872
11 C -0.2133 -2.9645 -2.5097
12 C -0.7595 -1.5447 -2.7808
13 O -1.4088 -1.3414 -3.7981
14 O -0.5559 -0.6918 -1.8570
15 H 1.7440 -3.7714 -3.1341
16 H 2.4607 -3.3154 -0.5003
17 H 1.5320 -5.5911 -1.6519
18 H 1.4025 -5.4079 0.1017
19 H -0.8439 -5.4083 -1.8213
20 H -0.9312 -5.2740 -0.0600
21 H -1.5445 -2.9613 -0.7295
22 H -0.6224 -3.6276 -3.2756
23 C -3.7759 1.0192 -0.3178
24 N -2.6860 1.8878 0.0670
25 C -2.9435 3.2543 -0.3334
26 C -2.4899 1.7842 1.5043
27 C -1.2574 2.5073 1.9591
28 C -1.3868 3.3905 3.0314
29 C -0.3246 4.1512 3.4777
30 C 0.8865 4.0520 2.8210
31 C 1.0279 3.1597 1.7650
32 C -0.0172 2.3497 1.3380
33 H -4.7268 1.3102 0.1648
34 H -3.5203 0.0108 0.0062
35 H -3.9092 1.0555 -1.3993
36 H -3.8163 3.6878 0.1940
37 H -3.1304 3.2869 -1.4068
38 H -2.0712 3.8697 -0.1184
39 H -2.4189 0.7226 1.7480
40 H -3.3664 2.1942 2.0451
41 H -2.3494 3.4746 3.5193
42 H -0.4453 4.8223 4.3200
43 H 1.7242 4.6660 3.1240
44 H 2.0045 3.0891 1.2993
45 O 2.9204 -1.1769 6.2244
46 C 2.5023 -0.6553 5.0403
47 C 3.2632 0.2650 4.3269
48 C 2.7685 0.7528 3.1309
49 N 1.6051 0.3736 2.6245
50 C 0.9037 -0.5287 3.2892
51 Br -0.6724 -1.1542 2.3436
52 C 1.2769 -1.0512 4.5137
53 H 3.8332 -0.9057 6.3841
54 H 4.2389 0.5620 4.6829
55 H 3.3437 1.4536 2.5447
56 H 0.6651 -1.7758 5.0204
57 S 2.9156 1.8179 -0.5135
58 C 2.3964 3.2031 -1.3993
59 N 3.2223 4.2167 -1.4745
60 N 2.8116 5.4015 -1.9696
61 C 1.5941 6.0348 -1.8953
62 C 0.6254 5.7128 -0.9326
63 C -0.5583 6.4142 -0.8803
64 C -0.8096 7.4553 -1.7666
65 C 0.1526 7.7975 -2.7029
66 C 1.3448 7.1035 -2.7656
67 N 1.2228 3.2814 -2.0805
68 N 0.2803 2.4397 -2.0023
69 C -0.7572 2.6950 -2.8971
70 C -1.7453 1.7239 -3.0609
71 C -2.7704 1.9183 -3.9664
72 C -2.8406 3.0869 -4.7068
73 C -1.8821 4.0751 -4.5224
74 C -0.8458 3.8866 -3.6349
75 H 3.5833 5.9279 -2.3553
76 H 0.8071 4.9208 -0.2218
77 H -1.2994 6.1528 -0.1364
78 H -1.7435 7.9985 -1.7220
79 H -0.0277 8.6057 -3.4011
80 H 2.0932 7.3719 -3.4998
81 H -1.6622 0.8049 -2.5035
82 H -3.5109 1.1434 -4.0964
83 H -3.6407 3.2370 -5.4196
84 H -1.9448 5.0037 -5.0752
85 H -0.1047 4.6588 -3.5009
86 F 2.3234 -1.2580 0.7500
87 Sb 4.1613 -1.3075 -0.7716
88 F 4.2863 -2.8558 0.5081
89 F 4.2265 -2.7582 -2.1327
90 F 6.0908 -1.6160 -0.7162
91 F 4.7976 0.0264 -2.0625
92 F 4.5888 -0.0888 0.7475
93 O -2.6015 -1.6867 0.9949
94 C -3.4802 -2.7079 0.8940
95 C -3.0984 -3.9780 1.6413
96 C -3.8921 -5.0668 1.8663
97 C -3.2260 -6.1117 2.5343
98 C -1.9358 -5.7965 2.8114
99 S -1.5157 -4.2197 2.2663
100 C -4.8832 -2.3073 1.3765
101 C -5.9089 -1.7982 0.6390
102 C -7.0830 -1.5535 1.3854
103 C -6.9403 -1.8780 2.6939
104 S -5.3536 -2.4682 3.0329
105 C -3.6985 -3.0989 -0.5806
106 C -3.6284 -2.2799 -1.6649
107 C -3.9019 -2.9266 -2.8901
108 C -4.1962 -4.2370 -2.7283
109 S -4.1385 -4.7069 -1.0690
110 H -4.9207 -5.1178 1.5611
111 H -3.6888 -7.0479 2.7875
112 H -1.1999 -6.3966 3.3065
113 H -5.8434 -1.6126 -0.4165
114 H -7.9926 -1.1674 0.9551
115 H -7.6633 -1.8122 3.4841
116 H -3.3255 -1.2541 -1.6006
117 H -3.8393 -2.4306 -3.8406
118 H -4.4408 -4.9696 -3.4717

Cartesian forces, eV/Å:
La 0.408 0.251 -0.064
O -0.137 -0.024 0.518
C -0.045 -1.046 -1.693
O 1.222 0.068 1.467
C 0.254 0.295 0.066
C 0.907 -0.497 -0.255
C 0.054 0.078 0.070
C -0.148 0.081 0.054
C -0.959 -0.405 -0.399
O 0.106 0.225 0.231
C -0.400 0.566 -0.053
C -0.437 -1.558 -1.284
O -0.019 0.181 0.084
O -0.270 0.288 0.023
H -0.067 0.097 0.112
H -0.082 0.014 0.094
H 0.117 -0.038 -0.043
H 0.096 0.046 0.019
H -0.074 0.027 -0.007
H 0.032 -0.023 -0.123
H 0.317 -0.055 -0.010
H -0.007 0.122 0.175
C -0.078 -0.185 -0.011
N 0.149 0.067 0.113
C 0.064 0.115 -0.044
C -0.180 -0.103 -0.110
C -0.372 -0.674 -0.751
C 0.257 0.007 0.165
C -0.040 0.037 0.092
C -0.256 -0.103 0.035
C 0.669 -0.223 -0.694
C -0.544 2.541 2.137
H -0.011 0.056 -0.021
H -0.136 -0.071 -0.030
H -0.026 -0.022 -0.028
H 0.031 -0.087 -0.012
H -0.004 0.061 0.023
H 0.035 0.103 -0.028
H -0.119 0.014 0.023
H 0.069 -0.086 -0.029
H -0.088 -0.035 -0.083
H -0.027 0.026 -0.040
H 0.113 -0.077 -0.067
H -0.091 -0.059 -0.078
O -0.006 -0.095 0.083
C -0.110 0.288 -0.457
C -0.080 -0.139 0.064
C 0.230 -0.018 0.188
N -0.317 -0.249 -0.047
C -0.051 0.048 -0.201
Br 0.494 0.347 1.480
C 0.065 -0.141 0.125
H -0.153 0.003 -0.081
H 0.101 0.100 -0.008
H 0.072 0.066 -0.156
H -0.101 -0.166 0.091
S 0.083 0.173 0.282
C 1.273 -0.457 1.056
N -0.155 -0.748 0.635
N 0.192 0.313 -0.827
C -0.283 0.297 0.077
C 0.102 0.013 0.084
C -0.001 0.126 -0.054
C -0.207 0.175 -0.069
C -0.133 0.069 0.082
C 0.147 -0.169 0.084
N -2.594 0.039 -1.740
N 2.547 0.374 1.323
C -1.083 0.465 -1.064
C 0.464 0.096 0.234
C -0.124 0.115 -0.148
C -0.113 -0.053 0.083
C -0.063 0.073 -0.074
C 0.126 -0.061 0.195
H -0.251 -0.075 0.145
H 0.006 -0.053 -0.009
H -0.001 -0.037 0.052
H -0.061 -0.009 -0.014
H -0.012 0.030 0.003
H 0.047 -0.035 -0.087
H -0.059 0.076 -0.044
H -0.038 -0.121 -0.039
H -0.062 -0.007 -0.030
H 0.013 0.027 -0.036
H 0.067 0.014 0.043
F 0.908 -0.140 -0.644
Sb 3.172 -0.537 0.745
F -0.691 1.144 -1.036
F -0.553 0.999 0.786
F -0.569 0.063 0.002
F -0.895 -0.881 0.789
F -0.654 -0.873 -1.285
O -0.047 -0.109 -0.044
C -0.296 0.162 -0.400
C 0.108 -0.036 0.186
C 0.093 0.178 0.044
C 0.099 -0.136 0.019
C 0.347 0.321 -0.048
S -0.486 -0.475 0.112
C -0.194 0.008 0.254
C 0.102 -0.018 -0.004
C -0.144 0.059 0.172
C 0.364 -0.039 0.346
S -0.353 0.196 -0.329
C -0.289 -0.395 -0.240
C 0.005 -0.046 0.347
C -0.102 -0.087 -0.199
C -0.171 -0.308 0.370
S 0.140 0.385 -0.455
H -0.233 0.056 -0.020
H -0.063 -0.236 0.101
H 0.180 -0.179 0.156
H 0.108 -0.054 -0.236
H -0.140 0.047 -0.016
H -0.165 0.065 0.132
H 0.121 0.228 0.082
H 0.060 0.079 -0.213
H -0.010 -0.127 -0.240

Mulliken atomic charge list, values in e, 2 entries: La 1.352; O -0.735